Computed, not measured: a structure of composition C9H16InOP at a distorted geometry, with ωB97M-V/def2-TZVPD.

Properties
* energy relative to the best compared isomer or geometry (same formula, charge and spin): 297.0 kJ/mol
* E_HOMO (spin up / spin down): -6.003 / -6.184 eV
* orbital gap (spin up / spin down): 5.8 / 5.6 eV

Element x y z (Å)
C  0.0666  -1.0086  -2.9970
C  -0.4001  -0.0518  -3.8468
C  -0.2786  1.3483  -3.5643
C  0.6514  1.7843  -2.5545
C  1.2440  0.9442  -1.6465
In  -0.6324  0.0322  -1.2701
P  0.6567  -2.3984  -0.1809
H  0.1582  -2.0767  -3.2270
H  -0.7380  -0.3162  -4.8529
H  -0.5466  2.0736  -4.3348
H  2.1005  1.2326  -1.0042
H  0.9782  2.8526  -2.5870
H  1.9493  -2.1884  0.4259
H  0.8158  -3.6073  -0.9374
H  -0.1550  -2.8685  0.9038
C  -1.3062  0.2389  3.1098
C  0.2315  0.1677  3.2880
C  0.8463  0.5759  1.9475
O  -0.2698  0.5320  0.9776
C  -1.5892  0.2712  1.6110
H  -1.8197  -0.5990  3.5768
H  -1.6954  1.1714  3.5243
H  0.5480  -0.8521  3.5307
H  0.5670  0.8233  4.0914
H  1.2129  1.6176  1.9379
H  1.6231  -0.1119  1.5758
H  -1.9777  -0.6875  1.2155
H  -2.2408  1.1005  1.2874